Record 1
17
Properties=species:S:1:pos:R:3 method="wB97M-V/def2-TZVPD" total_charge=0 spin_multiplicity=1 homo_ha="-0.369 / -0.369" mol_weight_da=196.079 lumo_ev="-1.79 / -1.79" largest_force_ev_per_a=5.47
O -0.634 -2.142 -1.158
N -1.629 1.455 -0.411
C 0.109 -0.033 -0.491
O -2.225 -2.233 0.841
N -0.479 1.188 0.034
H 0.189 0.392 -2.190
N 2.335 0.516 -0.416
H -1.463 3.040 0.613
O -2.128 2.602 0.024
O 1.602 -1.144 0.879
N -1.489 -1.154 0.653
O 0.180 1.918 0.800
H -1.998 -2.909 0.156
H 3.416 -0.372 0.854
N -0.731 -1.196 -0.357
N 1.434 -0.256 0.012
O 3.511 0.329 0.157

---

Record 2
56
Properties=species:S:1:pos:R:3 method="wB97M-V/def2-TZVPD" total_charge=+4 spin_multiplicity=7 s_squared=12.385 homo_ha="-0.694 / -0.750" mol_weight_da=955.698 lumo_ev="-14.59 / -15.41" largest_force_ev_per_a=9.31
H 2.671 0.005 4.139
C 1.502 2.423 -2.154
H 1.138 -0.787 -4.402
H -2.601 -1.595 -4.050
H 0.035 -2.142 -4.085
Yb -1.683 1.162 -0.143
C -1.402 3.255 -1.461
C -0.678 1.215 -4.581
C -2.848 -2.061 2.653
H 3.015 1.100 0.546
C 0.539 0.058 4.487
H -3.088 0.096 -4.251
O -0.903 4.435 1.179
C -2.336 -0.651 -4.530
O 1.578 3.649 0.171
H 3.099 -2.797 2.574
H 4.047 -1.443 3.218
C 1.447 2.579 -0.299
C 1.569 -0.515 2.370
H -2.580 1.363 2.064
C -0.953 -0.201 -4.078
C -0.732 -0.204 3.964
C 2.771 -0.916 1.522
H 0.301 1.588 -4.260
H -2.360 -0.795 -5.618
C 3.660 -1.897 2.297
C 0.120 -1.168 -4.583
O -1.358 4.326 -1.888
H -2.065 -1.091 0.916
H -3.909 0.408 1.333
H -1.437 1.922 -4.220
C 0.274 -0.425 1.820
H 0.636 0.376 5.530
H -1.624 -0.149 4.600
O 0.117 0.006 0.520
H 3.979 0.812 1.972
I -0.293 -3.685 -0.948
C -2.233 -0.827 1.982
C -1.140 3.335 0.919
H -3.761 -2.370 2.130
H 4.518 -2.200 1.693
C -3.132 0.407 2.103
H -3.092 -1.844 3.703
I 2.392 -3.422 -1.461
H -0.696 1.209 -5.684
C 3.586 0.305 1.079
H 2.395 -1.494 0.642
S -0.948 -0.244 -2.238
C 1.681 -0.112 3.698
O 1.455 3.406 -2.815
H -2.148 -2.908 2.625
Sm 1.553 -0.044 -1.172
C -0.876 -0.538 2.613
H -3.654 0.403 3.067
H 4.441 0.000 0.457
H 0.011 -1.317 -5.669

---

Record 3
121
Properties=species:S:1:pos:R:3 method="wB97M-V/def2-TZVPD" total_charge=0 spin_multiplicity=1 homo_ha=-0.248 mol_weight_da=1172.309 lumo_ev=0.01 largest_force_ev_per_a=2.10
C -1.661 -0.271 3.722
C -3.745 2.898 0.570
C -1.111 -0.972 1.485
H -1.560 -2.557 -4.195
C -3.009 -0.319 3.407
N 3.600 1.718 -2.089
H -6.890 -7.048 -1.030
C 2.810 4.440 0.615
O 0.970 2.274 1.973
H 3.559 1.581 4.697
H -2.593 5.560 -1.347
C 3.482 -3.005 1.085
H -0.444 5.830 4.318
O 2.395 0.308 -0.853
H 3.205 0.062 -3.994
C 0.056 3.097 2.319
H -1.599 4.113 -1.194
H 0.803 7.649 0.291
H 1.039 -6.248 -4.572
C 3.771 -1.592 1.485
H 0.894 8.126 -2.932
H -4.150 -4.391 0.889
H 2.567 -1.645 3.249
C 5.948 1.269 0.298
H -2.772 -8.131 -0.650
C 4.941 0.481 1.079
C 4.641 -0.824 0.724
C -0.017 -3.368 0.598
C -1.378 -5.781 -2.259
C -4.859 -7.721 -0.912
H 3.858 2.096 -2.984
H 0.336 -0.550 3.001
H 0.504 -3.608 1.535
H -0.045 7.098 -4.011
C -0.018 7.543 -3.020
H 5.763 2.338 0.385
H 0.554 -3.839 -0.214
H 2.340 -6.735 -2.531
H 2.402 5.300 -1.924
C 2.803 0.650 -1.954
H -4.706 2.777 0.093
H -2.832 1.233 -0.447
H 1.970 1.334 3.998
C 2.904 0.838 4.249
Se 1.382 3.571 -0.363
C -4.338 -5.329 0.379
H 1.496 0.252 -3.569
H -2.423 -5.503 -2.185
C -5.624 -5.628 -0.041
H -1.348 -0.003 4.721
C -3.522 3.901 1.472
H 2.511 5.450 0.898
H -5.056 -8.654 -1.421
C -2.691 2.026 0.274
H -0.861 8.220 -2.932
Na 1.637 0.819 0.948
H 1.273 4.258 -2.804
C -0.799 -2.187 -2.234
H -4.311 4.590 1.735
H -1.365 1.548 -3.017
As -1.436 -5.902 0.696
C -0.723 0.119 -1.563
Ge -0.091 6.128 -1.617
H -1.972 -0.167 -4.689
C -0.533 -1.229 -1.260
C -0.773 -5.852 -3.501
H 2.977 -3.542 1.884
C -0.693 5.064 3.598
C -2.260 4.027 2.079
H -0.456 0.858 -0.819
C -3.409 -0.685 2.133
C 1.417 4.837 -1.889
C -0.661 -6.072 -1.105
C -2.466 -1.015 1.176
H -0.597 -3.235 -2.060
H 0.152 6.136 0.935
H -4.462 -0.725 1.891
C -0.719 -0.591 2.763
C -3.580 -7.424 -0.482
C -5.888 -6.819 -0.694
C 0.002 6.920 0.197
H -2.786 -1.312 0.185
N -1.509 2.101 0.831
C 1.295 -6.472 -2.458
C 2.464 -0.095 -3.217
C 3.497 0.267 3.005
H 2.698 0.062 4.983
H 3.705 4.482 -0.010
C 4.354 1.020 2.214
C -1.553 -0.465 -3.735
H 4.613 2.025 2.518
C 0.565 -6.197 -3.602
H 3.746 2.282 -1.264
H 2.850 -3.017 0.198
H 5.944 0.986 -0.751
H -1.348 -5.636 -4.391
H 4.409 -3.519 0.844
C 0.680 -6.418 -1.218
C -1.327 -1.803 -3.456
H 1.243 -6.650 -0.319
C -1.736 5.033 -1.758
H -1.930 -3.547 1.559
H 2.373 -1.153 -2.993
H -6.425 -4.926 0.140
H 6.949 1.073 0.684
C -1.266 3.068 1.728
C 0.255 4.111 3.259
H -1.957 4.773 -2.791
H -0.935 7.420 0.429
C 3.203 -1.034 2.619
C -3.295 -6.216 0.149
C -1.438 -3.907 0.653
H 5.108 -1.267 -0.143
P 0.224 -1.528 0.367
H -3.749 -0.073 4.153
H 2.990 3.836 1.499
C -1.227 0.499 -2.790
H -2.029 -3.587 -0.209
Br -3.200 6.378 3.470
Br 1.953 4.222 4.110
C -1.931 5.025 3.012

---

Record 4
27
Properties=species:S:1:pos:R:3 method="wB97M-V/def2-TZVPD" total_charge=-2 spin_multiplicity=1 homo_ha=0.028 mol_weight_da=328.943 lumo_ev=5.48 largest_force_ev_per_a=18.90
H 0.178 -1.867 -0.815
H -0.370 2.342 -0.291
O 0.033 2.499 0.577
O 1.065 -0.823 -1.147
H 0.764 -1.856 1.436
O 0.267 -2.365 2.123
H 0.236 -0.631 2.625
P 2.310 -0.102 -0.393
O -2.590 1.018 0.233
O 1.795 0.756 0.645
H -2.873 1.942 0.211
H 0.772 1.838 0.400
H 0.015 -0.638 -1.986
H -3.045 0.724 0.994
O -0.805 -0.639 -2.610
H 0.152 1.425 -1.547
H 0.818 0.269 1.724
H -0.041 -3.022 0.272
H -1.068 0.239 -2.357
H 0.921 -2.850 2.633
O 0.169 0.307 2.465
O -0.680 1.892 -1.886
O -0.424 -2.625 -0.473
H -0.295 2.382 -2.600
O 1.683 -0.988 0.587
Ag -0.313 -0.045 0.184
O 1.323 0.817 -1.003

---

Record 5
18
Properties=species:S:1:pos:R:3 method="wB97M-V/def2-TZVPD" total_charge=0 spin_multiplicity=1 homo_ha=-0.282 mol_weight_da=152.581 lumo_ev=0.81 largest_force_ev_per_a=4.16
N -1.119 0.812 -0.793
C 2.045 -0.762 0.780
C 1.758 -0.579 -0.527
N -1.197 -1.316 0.149
H -1.590 2.856 -0.962
H -0.833 2.275 0.498
H 1.205 -1.308 -1.140
O -1.457 -1.992 -0.844
H 0.166 2.504 -0.958
H -1.567 -2.801 1.332
C -0.880 -0.067 0.179
H 2.057 0.285 -1.046
H -0.569 0.254 1.146
C -0.831 2.184 -0.586
H 2.002 -1.659 1.525
Cl 2.888 0.547 1.526
O -1.342 -1.828 1.449
H -0.734 0.596 -1.727

---

Record 6
14
Properties=species:S:1:pos:R:3 method="wB97M-V/def2-TZVPD" total_charge=+1 spin_multiplicity=2 s_squared=0.752 homo_ha="-0.500 / -0.500" mol_weight_da=58.124 lumo_ev="-6.38 / -10.84" largest_force_ev_per_a=6.00
C 1.828 -1.856 1.297
H 3.976 -1.613 1.282
C -2.093 1.129 -1.496
H -1.614 0.798 0.585
H 0.859 -2.009 0.777
H 3.274 -2.424 -0.139
H -3.170 1.228 -1.317
C -1.542 1.645 -0.060
H -0.512 1.815 -0.233
H -2.015 2.470 0.403
H -2.214 1.893 -2.250
H 1.893 -1.213 2.121
H -1.725 0.117 -1.784
C 3.053 -1.979 0.814

---

Record 7
20
Properties=species:S:1:pos:R:3 method="wB97M-V/def2-TZVPD" total_charge=0 spin_multiplicity=1 homo_ha=-0.311 mol_weight_da=121.183 smiles="C[C@H]1[C@@H]2C=CC=C[C@H]1N2" lumo_ev=0.48 largest_force_ev_per_a=5.66
H -1.187 1.707 0.832
C -0.227 -1.157 0.450
C 2.062 -0.576 -0.427
H -2.438 -0.935 -1.190
H -0.855 -2.149 0.497
C -0.888 -0.038 -0.612
H 0.450 -0.300 2.186
C 1.866 0.924 -0.258
H 3.068 -0.758 -1.043
H -0.508 -0.254 -1.600
H 0.857 2.724 0.424
H 2.902 1.504 -0.574
C 1.225 -1.497 0.034
N -0.328 -0.301 1.604
H -2.607 1.045 -1.221
H -2.798 0.083 0.459
H 1.377 -2.575 0.187
C -0.457 0.915 0.657
C -2.362 0.030 -0.662
C 0.850 1.609 0.257

---

Record 8
9
Properties=species:S:1:pos:R:3 method="wB97M-V/def2-TZVPD" total_charge=0 spin_multiplicity=3 s_squared=2.011 homo_ha="-0.308 / -0.343" mol_weight_da=180.235 lumo_ev="-0.22 / -4.45" largest_force_ev_per_a=3.60
S 2.909 -0.800 -0.319
S -2.612 -0.258 -0.841
C -2.943 -0.689 0.760
N -1.396 0.726 -0.618
O 4.266 -0.496 0.069
S 0.809 1.716 0.669
O 2.326 -0.168 -1.460
C -0.424 1.152 -0.061
N -2.936 -1.182 1.802

---

Record 9
113
Properties=species:S:1:pos:R:3 method="wB97M-V/def2-TZVPD" total_charge=-1 spin_multiplicity=1 homo_ha=-0.195 mol_weight_da=999.591 lumo_ev=1.98 largest_force_ev_per_a=0.49
N -2.090 0.384 -3.720
C -4.836 -7.743 -0.811
H 4.350 1.597 -3.794
H -4.756 -11.124 -0.977
H -2.309 0.423 3.173
Ge -2.988 -5.621 0.002
C -2.631 3.170 5.264
C 1.334 -6.020 1.960
P 2.507 1.337 -0.870
H 1.803 5.308 5.615
H 3.190 -0.174 -2.669
C -2.618 -0.650 -4.356
C -3.159 -9.874 -0.271
C -1.036 -5.653 2.155
H 2.218 -1.174 0.695
C 4.662 5.517 4.129
Si -1.659 2.753 3.705
C -5.883 -5.306 3.075
H 2.703 6.432 1.666
C 1.138 -2.204 2.096
H -3.610 3.583 5.011
H -2.496 -10.704 -0.056
H -1.897 -5.452 2.782
O -0.017 -2.665 -1.850
C 2.439 4.015 -2.551
C -5.045 -5.774 2.071
C -1.095 -3.174 -1.462
H -2.314 1.399 1.718
H 4.799 5.315 5.194
C -4.211 -4.908 1.362
N 2.273 1.430 -3.659
H -6.545 -3.590 4.180
H -1.747 -8.406 0.383
O -1.574 -2.869 -0.321
H -1.161 -4.889 -2.677
H 1.626 6.620 4.445
C -1.193 -5.752 0.773
C -3.132 -4.714 -1.743
H 1.941 -2.125 2.833
H 0.704 -3.200 2.174
C 2.341 0.501 -2.527
C -0.058 -5.991 -0.002
O -0.407 -1.215 3.604
H -2.432 4.392 2.019
H 2.311 -6.120 2.419
C 1.112 2.314 -3.537
C 0.214 -5.790 2.746
H -6.520 -6.000 3.611
H -3.606 -2.858 1.170
H -1.449 5.213 3.234
C -3.566 -7.483 -0.292
C 3.886 2.480 -1.379
N -3.102 -1.511 -4.963
H 0.179 2.046 -1.039
C -5.898 -3.957 3.393
H -5.067 -2.026 2.947
H -5.041 -6.835 1.843
H 3.422 2.830 -4.670
H 1.893 4.905 1.296
H -2.795 2.271 5.864
H 4.704 6.600 3.985
C 1.136 2.565 -1.131
H 2.378 4.612 -3.465
H -0.140 -6.077 -1.079
C 3.475 2.250 -3.745
H 1.440 -0.119 -2.529
N 3.648 3.192 -2.638
N 1.203 3.256 -2.422
Te 1.490 1.822 2.746
C -1.862 -4.116 -2.355
Si 3.030 4.813 3.506
H 2.065 -6.297 -0.041
H 4.039 3.214 -0.582
H 3.990 2.593 3.110
H 0.487 2.990 4.905
H 5.508 5.077 3.595
H -2.107 3.898 5.888
C -2.564 1.409 2.780
C 1.197 -6.117 0.582
H 3.645 5.050 1.102
C -1.581 0.190 -2.559
H 0.677 5.147 4.262
N -1.097 0.108 -1.497
C 2.796 5.345 1.725
H 1.176 3.300 -0.324
C -4.242 -3.551 1.694
C 0.065 -1.172 2.477
C -4.425 -10.111 -0.786
H -2.102 -3.548 -3.259
H -3.880 -3.931 -1.607
H -0.035 1.298 4.869
H 4.814 1.907 -1.464
C 1.654 5.533 4.557
H 2.104 -2.781 0.351
C -2.738 -8.572 -0.026
H -0.678 4.243 1.969
H 1.031 2.892 -4.461
C -5.266 -9.039 -1.056
O -0.227 -0.331 1.545
C 0.047 2.212 4.278
Mg -0.293 -1.302 -0.192
H 0.313 -5.698 3.821
H 2.533 4.692 -1.698
N 1.599 -1.981 0.712
C -1.538 4.300 2.641
H 3.203 2.617 4.670
H -3.640 1.575 2.885
H -6.257 -9.214 -1.457
C -5.075 -3.080 2.701
H 0.212 1.708 -3.424
H -3.552 -5.442 -2.440
H -5.510 -6.919 -1.028
C 3.097 2.949 3.634

---

Record 10
33
Properties=species:S:1:pos:R:3 method="wB97M-V/def2-TZVPD" total_charge=+2 spin_multiplicity=5 s_squared=6.044 homo_ha="-0.557 / -0.583" mol_weight_da=411.533 lumo_ev="-8.59 / -10.28" largest_force_ev_per_a=2.68
H -1.690 1.620 -4.842
C -1.132 1.526 -3.895
H -0.669 -1.961 1.730
C -1.531 0.491 -3.027
C 1.186 -0.933 4.388
C 1.650 0.444 2.417
H -2.654 -3.115 -0.104
C -0.813 0.358 -1.800
H -3.380 -1.716 -0.862
Os -0.573 -1.267 -0.849
C 0.568 2.250 -2.374
H 2.639 0.676 4.340
C -2.850 -2.613 -1.092
H -0.290 -2.473 4.164
H 2.364 2.587 -0.139
H 1.385 -1.163 5.442
H -1.970 -2.271 -1.748
C 0.012 -1.399 2.335
C 0.667 -0.324 1.739
N 0.322 0.002 0.449
H -2.309 -0.244 -3.237
C 0.230 1.260 -1.440
C 1.895 1.793 0.422
C 0.252 -1.679 3.686
H -3.639 -3.299 -1.549
C 1.895 0.094 3.783
H 3.089 2.042 2.184
C 0.842 1.069 -0.172
H 0.733 -1.732 -1.689
H 1.376 2.916 -2.087
C 2.288 1.483 1.704
H 0.187 3.187 -4.291
C -0.083 2.393 -3.584

---

Record 11
9
Properties=species:S:1:pos:R:3 method="wB97M-V/def2-TZVPD" total_charge=0 spin_multiplicity=1 homo_ha=-0.380 mol_weight_da=68.075 smiles="CC#CC=O" lumo_ev=0.35 largest_force_ev_per_a=0.55
C -0.125 -0.258 0.139
H 0.198 -0.800 2.123
O 0.515 2.772 -1.323
C 0.101 0.557 -0.722
C 0.429 1.612 -1.658
H 0.611 1.292 -2.699
H -0.018 -2.181 1.014
C -0.355 -1.168 1.253
H -1.419 -1.193 1.512